1.
{"formula": "C42H38AsF4N4OTi", "method": "ωB97M-V/def2-TZVPD", "s_squared": 0.75, "e_homo_ha": [-0.4654, -0.4718], "spin_multiplicity": 2, "total_charge": 2, "e_above_lowest_ev": 0.4939, "fmax_ha_per_bohr": 0.0601, "elements": ["Ti", "C", "C", "N", "C", "C", "C", "C", "N", "C", "C", "F", "C", "F", "C", "C", "F", "C", "F", "H", "H", "H", "H", "H", "H", "H", "H", "H", "H", "H", "H", "H", "H", "H", "C", "C", "N", "C", "C", "C", "C", "C", "C", "C", "C", "C", "N", "C", "H", "H", "H", "H", "H", "H", "H", "H", "O", "As", "C", "C", "C", "C", "C", "C", "C", "C", "C", "C", "C", "C", "C", "C", "C", "C", "C", "C", "H", "H", "H", "H", "H", "H", "H", "H", "H", "H", "H", "H", "H", "H", "H"], "positions_angstrom": [[-0.16, 0.07, -0.10], [0.28, -1.74, 3.89], [0.45, -1.08, 2.52], [-0.67, -0.23, 2.03], [-1.99, -0.92, 2.10], [-2.75, -0.91, 3.43], [-0.68, 1.09, 2.69], [0.16, 2.13, 1.90], [0.75, 1.50, 0.73], [2.02, 1.83, 0.39], [2.84, 0.81, -0.12], [2.24, -0.46, -0.08], [4.13, 1.00, -0.55], [4.81, -0.03, -1.07], [4.72, 2.24, -0.42], [3.96, 3.28, 0.12], [4.51, 4.48, 0.25], [2.64, 3.10, 0.50], [1.90, 4.13, 0.94], [1.22, -2.20, 4.17], [-0.46, -2.54, 3.84], [0.00, -1.03, 4.67], [0.61, -1.88, 1.79], [1.34, -0.44, 2.53], [-1.83, -1.96, 1.80], [-2.64, -0.44, 1.34], [-2.28, -1.54, 4.18], [-3.74, -1.31, 3.25], [-2.86, 0.08, 3.85], [-0.28, 1.00, 3.71], [-1.70, 1.45, 2.78], [0.94, 2.53, 2.55], [-0.48, 2.98, 1.60], [5.74, 2.41, -0.71], [-3.64, 2.65, -0.66], [-2.69, 1.83, -0.07], [-1.67, 1.26, -0.72], [-1.56, 1.57, -2.06], [-2.49, 2.41, -2.74], [-3.55, 2.94, -2.01], [-2.27, 2.70, -4.12], [-1.24, 2.15, -4.80], [-0.33, 1.26, -4.16], [0.68, 0.58, -4.85], [1.49, -0.28, -4.13], [1.31, -0.43, -2.77], [0.36, 0.20, -2.06], [-0.48, 1.02, -2.77], [-4.42, 3.08, -0.05], [-2.76, 1.64, 1.00], [-4.28, 3.57, -2.50], [-2.96, 3.37, -4.60], [-1.07, 2.40, -5.84], [0.81, 0.73, -5.90], [2.28, -0.83, -4.62], [1.98, -1.09, -2.23], [-0.10, -1.74, -0.24], [-0.70, -2.99, -1.19], [-1.35, -4.25, 0.15], [-0.36, -4.72, 1.00], [-0.68, -5.58, 2.03], [-2.00, -5.98, 2.21], [-2.99, -5.51, 1.36], [-2.67, -4.64, 0.32], [-2.03, -2.12, -2.31], [-3.15, -1.58, -1.69], [-4.06, -0.85, -2.43], [-3.84, -0.65, -3.78], [-2.71, -1.17, -4.40], [-1.80, -1.91, -3.67], [0.69, -3.90, -2.20], [0.27, -4.81, -3.17], [1.21, -5.51, -3.90], [2.56, -5.30, -3.66], [2.98, -4.42, -2.68], [2.04, -3.71, -1.94], [0.67, -4.41, 0.84], [0.08, -5.95, 2.70], [-2.26, -6.65, 3.01], [-4.01, -5.82, 1.50], [-3.44, -4.28, -0.35], [-3.31, -1.77, -0.63], [-4.96, -0.47, -1.96], [-4.55, -0.08, -4.36], [-2.55, -1.01, -5.46], [-0.91, -2.32, -4.14], [-0.80, -4.97, -3.33], [0.90, -6.20, -4.67], [3.30, -5.84, -4.24], [4.03, -4.27, -2.50], [2.35, -3.03, -1.15]]}

***

2.
{"formula": "C42H38F10O18", "method": "ωB97M-V/def2-TZVPD", "e_homo_ha": -0.3272, "smiles": "O=C1OC[C@@H](F)O1.O=C1OC[C@@H](F)O1.O=C1OC[C@@H](F)O1.O=C1OC[C@@H](F)O1.O=C1OC[C@@H](F)O1.O=C1OC[C@@H](F)O1.Fc1ccccc1.Fc1ccccc1.Fc1ccccc1.Fc1ccccc1", "spin_multiplicity": 1, "fmax_ha_per_bohr": 0.0663, "elements": ["O", "C", "O", "C", "C", "F", "O", "H", "H", "H", "O", "C", "O", "C", "C", "F", "O", "H", "H", "H", "O", "C", "O", "C", "C", "F", "O", "H", "H", "H", "O", "C", "O", "C", "C", "F", "O", "H", "H", "H", "O", "C", "O", "C", "C", "F", "O", "H", "H", "H", "O", "C", "O", "C", "C", "F", "O", "H", "H", "H", "F", "C", "C", "C", "C", "C", "C", "H", "H", "H", "H", "H", "F", "C", "C", "C", "C", "C", "C", "H", "H", "H", "H", "H", "F", "C", "C", "C", "C", "C", "C", "H", "H", "H", "H", "H", "F", "C", "C", "C", "C", "C", "C", "H", "H", "H", "H", "H"], "positions_angstrom": [[-1.46, -5.68, -2.19], [-1.37, -5.17, -3.23], [-1.13, -5.83, -4.39], [-1.04, -4.93, -5.48], [-1.50, -3.64, -4.83], [-2.81, -3.39, -5.19], [-1.38, -3.82, -3.44], [0.04, -4.99, -5.76], [-1.68, -5.15, -6.33], [-0.95, -2.79, -5.14], [-4.91, 0.15, -1.03], [-5.06, 0.52, -2.14], [-4.93, 1.81, -2.52], [-5.49, 2.00, -3.86], [-5.48, 0.62, -4.38], [-4.30, 0.29, -5.04], [-5.49, -0.19, -3.24], [-6.42, 2.44, -3.68], [-4.89, 2.71, -4.35], [-6.36, 0.36, -5.00], [3.67, 2.34, -0.15], [3.07, 3.28, 0.22], [3.49, 4.39, 0.95], [2.34, 5.22, 1.29], [1.33, 4.73, 0.26], [1.18, 5.53, -0.86], [1.73, 3.44, -0.06], [2.02, 5.06, 2.35], [2.64, 6.25, 1.22], [0.36, 4.73, 0.67], [2.89, 3.43, 3.78], [2.18, 2.43, 3.77], [2.00, 1.55, 4.76], [1.24, 0.37, 4.30], [0.50, 0.96, 3.09], [-0.66, 1.45, 3.51], [1.37, 2.05, 2.73], [2.09, -0.31, 4.15], [0.57, 0.07, 5.08], [0.37, 0.37, 2.21], [3.01, -2.67, -2.08], [4.17, -2.49, -2.04], [5.17, -3.16, -2.67], [6.46, -2.65, -2.33], [6.11, -1.33, -1.63], [6.33, -0.30, -2.48], [4.79, -1.44, -1.43], [6.93, -3.37, -1.67], [7.15, -2.49, -3.21], [6.68, -1.07, -0.71], [0.30, -2.28, 1.96], [0.72, -3.25, 1.34], [0.49, -3.54, 0.03], [1.14, -4.71, -0.37], [2.13, -4.95, 0.78], [3.36, -4.54, 0.51], [1.61, -4.15, 1.77], [0.45, -5.56, -0.57], [1.68, -4.50, -1.30], [2.12, -5.95, 1.23], [-7.01, 0.36, 3.15], [-5.68, -0.05, 3.10], [-4.90, -0.04, 4.19], [-3.56, -0.42, 4.05], [-3.15, -0.97, 2.86], [-3.94, -0.91, 1.72], [-5.24, -0.45, 1.86], [-5.24, 0.45, 5.09], [-2.88, -0.40, 4.91], [-2.13, -1.33, 2.84], [-3.60, -1.26, 0.77], [-5.92, -0.29, 0.96], [0.73, 0.78, 0.18], [0.23, 0.51, -1.04], [0.93, 0.77, -2.15], [0.46, 0.37, -3.40], [-0.73, -0.35, -3.47], [-1.41, -0.66, -2.29], [-0.94, -0.24, -1.08], [1.84, 1.39, -1.96], [1.00, 0.52, -4.31], [-1.19, -0.72, -4.38], [-2.28, -1.25, -2.31], [-1.43, -0.40, -0.11], [-4.44, 6.79, 1.27], [-3.85, 5.73, 0.81], [-4.02, 4.53, 1.46], [-3.44, 3.35, 1.07], [-2.73, 3.39, -0.15], [-2.61, 4.57, -0.88], [-3.15, 5.77, -0.36], [-4.50, 4.51, 2.40], [-3.38, 2.45, 1.66], [-2.36, 2.53, -0.65], [-2.06, 4.65, -1.81], [-3.06, 6.65, -0.95], [4.43, -3.39, 3.66], [4.61, -2.06, 3.49], [4.21, -1.47, 2.30], [4.34, -0.06, 2.11], [4.92, 0.64, 3.12], [5.30, 0.08, 4.30], [5.21, -1.34, 4.51], [3.78, -2.07, 1.55], [3.96, 0.37, 1.20], [4.94, 1.73, 3.12], [5.77, 0.74, 5.06], [5.63, -1.78, 5.39]]}

***

3.
{"formula": "C42H38I2IrN6O3", "method": "ωB97M-V/def2-TZVPD", "s_squared": 8.79, "e_homo_ha": [-0.4584, -0.4580], "spin_multiplicity": 6, "total_charge": 2, "e_above_lowest_ev": 0.5227, "fmax_ha_per_bohr": 0.0103, "elements": ["Ir", "O", "C", "C", "C", "C", "C", "C", "C", "O", "N", "N", "C", "C", "C", "C", "C", "C", "N", "H", "H", "H", "H", "H", "H", "H", "H", "H", "H", "C", "C", "C", "C", "C", "C", "C", "C", "N", "C", "C", "C", "C", "N", "C", "C", "C", "C", "C", "C", "C", "C", "H", "H", "H", "H", "H", "H", "H", "H", "H", "H", "H", "H", "H", "H", "H", "H", "H", "H", "H", "H", "H", "H", "H", "H", "I", "C", "C", "C", "I", "C", "C", "C", "C", "N", "C", "C", "O", "H", "H", "H", "H"], "positions_angstrom": [[0.13, 0.35, -0.06], [-3.73, -0.13, -2.45], [-3.67, -1.46, -2.68], [-4.67, -2.01, -3.49], [-4.67, -3.36, -3.77], [-3.67, -4.20, -3.26], [-2.68, -3.67, -2.47], [-2.66, -2.29, -2.16], [-1.60, -1.76, -1.31], [-1.68, -0.55, -0.89], [-0.58, -2.55, -0.98], [0.31, -1.88, -0.25], [1.27, -2.48, 0.36], [2.22, -1.66, 1.10], [3.29, -2.22, 1.78], [4.18, -1.39, 2.44], [3.98, -0.01, 2.38], [2.89, 0.47, 1.68], [2.02, -0.33, 1.07], [-2.97, 0.11, -1.88], [-5.43, -1.35, -3.87], [-5.45, -3.76, -4.39], [-3.69, -5.25, -3.48], [-1.90, -4.29, -2.06], [1.37, -3.56, 0.30], [3.43, -3.30, 1.78], [5.02, -1.80, 2.97], [4.67, 0.67, 2.85], [2.72, 1.53, 1.56], [-3.97, -1.57, 1.16], [-2.83, -2.40, 1.68], [-3.01, -3.78, 1.81], [-2.05, -4.57, 2.41], [-0.90, -3.99, 2.94], [-0.68, -2.63, 2.82], [0.50, -1.98, 3.49], [-1.63, -1.86, 2.14], [-1.31, -0.48, 1.91], [-1.87, 0.44, 2.59], [-2.88, 0.24, 3.68], [-1.45, 1.84, 2.26], [-1.99, 2.97, 3.07], [-0.62, 1.97, 1.30], [-0.12, 3.25, 0.87], [1.06, 3.75, 1.44], [1.58, 3.24, 2.76], [1.63, 4.86, 0.83], [1.02, 5.48, -0.25], [-0.22, 5.05, -0.68], [-0.83, 3.95, -0.11], [-2.26, 3.60, -0.42], [-4.44, -2.05, 0.30], [-3.67, -0.57, 0.85], [-4.74, -1.48, 1.93], [-3.93, -4.22, 1.45], [-2.20, -5.64, 2.50], [-0.18, -4.60, 3.46], [1.31, -2.70, 3.63], [0.21, -1.63, 4.49], [0.88, -1.12, 2.94], [-3.03, -0.81, 3.88], [-3.83, 0.69, 3.40], [-2.55, 0.74, 4.60], [-3.08, 2.95, 3.07], [-1.64, 3.93, 2.69], [-1.67, 2.87, 4.11], [1.35, 2.19, 2.93], [1.11, 3.81, 3.57], [2.65, 3.39, 2.85], [2.55, 5.27, 1.25], [1.49, 6.35, -0.70], [-0.75, 5.61, -1.44], [-2.67, 4.28, -1.16], [-2.88, 3.71, 0.48], [-2.39, 2.58, -0.78], [-2.35, 2.95, -4.13], [-0.33, 2.77, -3.85], [0.57, 3.33, -4.75], [1.93, 3.12, -4.64], [3.17, 4.03, -6.00], [2.47, 2.26, -3.61], [3.81, 1.86, -3.52], [4.18, 0.99, -2.53], [3.23, 0.55, -1.61], [1.97, 0.94, -1.64], [1.59, 1.75, -2.65], [0.15, 2.02, -2.72], [-0.61, 1.54, -1.86], [0.19, 3.94, -5.56], [4.53, 2.22, -4.24], [5.20, 0.63, -2.46], [3.52, -0.13, -0.82]]}